(1)
ORCA calculation (wB97M-V/def2-TZVPD) on C6H11N as an isolated structure in a non-equilibrium geometry.

Calculated values
* energy relative to the best compared isomer or geometry (same formula, charge and spin): 3.2574 eV
* E_LUMO: 0.948 eV
* E_HOMO: -8.66 eV

CARTESIAN COORDINATES (ANGSTROEM)
C  2.010673  0.102520  -0.069783
C  0.534203  -0.162413  0.036108
C  -0.225541  1.163497  0.181942
C  -1.762319  0.748790  -0.059284
C  -0.352179  -0.992908  1.070642
C  -0.449465  -0.881477  -0.931796
H  2.510959  0.583227  0.726356
H  2.581455  -0.912753  -0.325202
H  2.184158  0.947376  -0.885800
H  -0.062603  1.638844  1.155504
H  0.162788  1.717264  -0.600652
H  -2.177037  0.922448  -1.019398
H  -2.442410  0.940491  0.824152
H  -0.006899  -2.047870  0.820166
H  -0.248462  -0.649759  2.049542
H  -0.676554  -0.476187  -1.955730
H  -0.091748  -1.931290  -1.028358
N  -1.489018  -0.709802  0.011596

Cartesian forces (eV/Å) of the 2 atoms listed first:
C 1.08 -1.44 -3.22
C -2.04 0.97 1.06

---

(2)
ORCA calculation (wB97M-V/def2-TZVPD) on one molecule with the formula C6H11N in a non-equilibrium geometry.

Calculated values
* energy relative to the best compared isomer or geometry (same formula, charge and spin): 3.3730 eV
* E_LUMO: 0.568 eV
* SMILES: C/C=C(N)/C=C/C
* E_HOMO: -7.05 eV

CARTESIAN COORDINATES (ANGSTROEM)
C  2.603897  0.807453  -0.350007
N  0.457259  0.983320  1.880517
C  0.302712  0.427777  0.628961
C  1.060687  0.674005  -0.504440
C  -2.419676  -1.646788  -1.300115
C  -1.114460  -1.110444  -0.732447
C  -0.938081  -0.373606  0.364801
H  2.868270  1.674404  0.246951
H  2.931216  0.677140  -1.385888
H  3.117275  -0.025338  0.135119
H  0.704545  1.955003  1.734371
H  -0.286310  0.992693  2.562972
H  0.733407  1.392539  -1.254470
H  -3.118474  -2.039254  -0.548279
H  -2.227185  -2.263177  -2.172339
H  -3.056182  -0.853072  -1.726398
H  -0.413761  -0.991930  -1.557972
H  -1.630235  -0.466649  1.204587

Cartesian forces (eV/Å) of the 2 atoms listed first:
C -1.19 -0.57 -0.10
N 1.30 0.66 0.16

---

(3)
ORCA calculation (wB97M-V/def2-TZVPD) on C6H11N as an isolated structure in a non-equilibrium geometry.

Calculated values
* energy relative to the best compared isomer or geometry (same formula, charge and spin): 4.4773 eV
* E_LUMO: 0.894 eV
* E_HOMO: -8.00 eV

CARTESIAN COORDINATES (ANGSTROEM)
C  1.332994  -1.544922  0.035905
C  -1.254821  -0.110859  0.728073
C  0.717098  -0.208154  0.391489
C  -0.559230  1.069755  -1.130666
N  1.200653  0.257035  1.621212
C  0.667534  0.750802  -0.731475
C  -1.540591  1.373327  -1.959437
H  1.335037  -0.477161  2.312316
H  0.652038  1.011184  2.023218
H  1.567260  1.096801  -1.233814
H  1.415122  -2.232967  0.880168
H  0.785253  -2.023195  -0.778029
H  2.357233  -1.368661  -0.327615
H  -1.161485  -0.831770  1.544897
H  -1.577506  0.822842  1.202500
H  -1.984742  -0.515291  0.030945
H  -1.498500  1.092122  -3.007004
H  -2.453348  1.839110  -1.602684

Cartesian forces (eV/Å) of the 2 atoms listed first:
C -0.06 -0.06 -0.27
C 1.99 -2.27 1.10

---

Quick rundown of E_tot, same order as above: -7887.2740; -7887.1584; -7886.0541 eV